Record 1
Density functional theory data (ωB97M-V with the def2-TZVPD basis set) for a gas-phase ion, CH3O4PS (charge -2) at a distorted geometry.

```
10
Properties=species:S:1:pos:R:3:nbo_charge:R:1
O -2.899 0.354 0.387 -1.23
O 0.673 0.831 2.633 -1.06
H 0.355 0.746 -0.142 0.22
C 0.050 -0.149 0.212 -0.79
H 0.835 -0.963 0.035 0.15
H -0.769 -0.498 -0.286 0.23
P -2.167 1.401 1.104 2.17
S -0.487 0.091 1.957 0.76
O -1.523 2.437 0.220 -1.21
O -2.990 2.007 2.609 -1.24
```

Results
Charge: -2
E_HOMO: 0.01238 Eh
Frontier orbital gap: 0.215 hartree
Energy: -29399.3688 eV
Molecular weight: 142.1 g mol⁻¹
LUMO: 6.18 eV

Record 2
Density functional theory data (ωB97M-V with the def2-TZVPD basis set) for a gas-phase ion, CH3O4S (charge -1) at a distorted geometry.

```
9
Properties=species:S:1:pos:R:3:nbo_charge:R:1
O -0.834 -0.952 -0.607 -0.76
S 1.294 0.452 0.136 1.40
O 1.100 0.406 -1.372 -1.07
C -0.496 -0.210 0.485 0.16
H -1.185 1.464 -0.129 0.46
O 2.208 -0.619 0.610 -1.04
H -0.623 -0.846 1.495 0.13
H -0.145 -0.623 -1.280 0.49
O -1.319 0.927 0.662 -0.76
```

Results
Charge: -1
E_HOMO: -0.13533 Eh
Frontier orbital gap: 0.282 hartree
Energy: -20111.7956 eV
Molecular weight: 111.1 g mol⁻¹
LUMO: 4.00 eV

Record 3
Density functional theory data (ωB97M-V with the def2-TZVPD basis set) for a molecular structure, CH3O4S at a distorted geometry.

```
9
Properties=species:S:1:pos:R:3:nbo_charge:R:1
H 1.246 0.361 1.253 0.49
H 0.151 1.644 -0.762 0.09
O -1.178 -1.379 -0.676 -0.93
O -1.110 0.841 0.821 -0.72
O 1.120 -2.270 -0.499 -1.02
S 0.395 -0.998 -0.986 0.90
C -0.056 1.063 0.224 0.47
H -1.656 -0.546 -0.356 0.50
O 1.089 1.284 0.981 -0.77
```

Results
Charge: -1
E_HOMO: -0.09178 Eh
Frontier orbital gap: 0.241 hartree
Energy: -20110.5587 eV
Molecular weight: 111.1 g mol⁻¹
LUMO: 4.06 eV

Record 4
Density functional theory data (ωB97M-V with the def2-TZVPD basis set) for a gas-phase ion, CH3O4Si (charge -1) at a distorted geometry.

```
9
Properties=species:S:1:pos:R:3:nbo_charge:R:1
O 1.673 0.009 0.367 -1.06
O -1.747 0.492 1.727 -0.71
O 0.247 -1.832 -1.229 -1.10
Si 0.165 0.004 -0.381 1.52
C -1.042 0.929 0.869 0.47
H 0.462 0.882 -1.356 -0.28
H -0.568 -1.948 -1.738 0.45
H 1.467 -0.657 1.041 0.46
O -0.656 2.121 0.699 -0.75
```

Results
Charge: -1
E_HOMO: -0.15341 Eh
Frontier orbital gap: 0.291 hartree
Structure (SMILES): O=C([O-])[SiH](O)O
Energy: -17155.7994 eV
Molecular weight: 107.1 g mol⁻¹
LUMO: 3.74 eV